Entry 1:
24
Properties=species:S:1:pos:R:3:mulliken_charge:R:1 method="wB97M-V/def2-TZVPD" total_charge=+1 relative_energy_ev=0.697 smiles=C[N+](C)(C)c1ccccc1Br
Br -1.598 2.622 1.162 -0.12
N 0.183 -0.185 0.673 0.24
H 1.320 0.186 2.348 0.45
C -1.031 -0.521 1.694 -0.65
H -0.938 2.692 -3.689 0.33
H -0.027 -0.017 -3.827 0.39
C -0.147 -0.049 -1.805 -0.09
C -0.789 1.910 -2.906 -0.41
H -2.056 -0.414 1.242 0.33
C -1.135 1.637 -0.488 -0.17
H 0.850 1.647 1.435 0.38
H 2.101 0.628 0.771 0.37
C -1.191 2.386 -1.670 -0.27
H 0.175 -2.326 -0.002 0.40
H 0.455 -0.908 -2.011 0.24
H 1.141 -1.928 1.512 0.44
H -0.852 -1.593 1.957 0.31
H -0.972 0.194 2.559 0.38
H -1.563 3.449 -1.716 0.29
C -0.335 0.622 -3.000 -0.72
C 0.834 -1.519 0.527 -1.28
C 1.146 0.602 1.346 -0.85
C -0.330 0.458 -0.508 0.51
H 1.611 -1.392 -0.208 0.50

---

Entry 2:
24
Properties=species:S:1:pos:R:3:mulliken_charge:R:1 method="wB97M-V/def2-TZVPD" total_charge=+1 relative_energy_ev=1.060
C 0.669 1.823 -1.236 -1.13
C -0.411 -2.067 1.122 -0.70
H 0.566 -0.558 -2.241 0.33
C 0.073 -0.747 1.033 0.10
C -0.216 -2.316 -1.178 -0.57
H -1.506 2.445 0.269 0.24
H -0.995 -3.921 0.143 0.42
H 3.246 0.717 0.120 0.31
C -2.246 1.843 0.646 -0.44
C 0.292 -1.046 -1.234 0.03
C -0.605 -2.895 -0.005 -0.29
H 2.159 0.468 1.440 0.38
H -3.305 2.299 0.775 0.33
C 1.146 0.907 -0.342 0.68
N 0.580 -0.334 -0.152 0.40
H 1.298 2.595 -1.266 0.41
H 0.163 -0.257 2.029 0.44
H 2.661 2.033 1.086 0.39
H -1.855 1.089 1.314 0.12
H -0.208 1.762 -1.954 0.29
H -0.461 -2.890 -2.030 0.43
H -0.791 -2.565 2.048 0.32
Br -2.569 0.531 -0.979 -0.17
C 2.315 1.084 0.590 -1.32

---

Entry 3:
26
Properties=species:S:1:pos:R:3:mulliken_charge:R:1 method="wB97M-V/def2-TZVPD" total_charge=0 relative_energy_ev=0.793 smiles="ClC1(Cl)C=CSN1C1CCCCC1"
H 0.971 1.234 0.405 0.53
H 1.198 -2.630 0.003 0.30
H -0.196 0.016 2.491 0.45
C -0.588 3.188 -2.924 -0.23
C 0.545 3.593 -2.407 -0.94
H 1.012 4.568 -2.636 0.30
Cl 0.749 3.834 0.314 -0.20
H -1.816 0.055 -0.176 0.29
H -0.232 -0.999 -1.205 0.42
S -1.076 1.638 -2.273 -0.13
C -0.394 -1.773 1.345 -0.71
H 1.686 -1.441 1.268 0.33
H -1.474 1.563 0.726 0.34
Cl 2.730 2.627 -1.200 -0.15
H -0.926 3.510 -3.857 0.46
C 0.910 -1.694 0.563 -0.48
N 0.291 1.444 -1.353 0.07
C 1.057 2.869 -1.232 1.01
C 0.639 -0.790 -0.647 -0.74
H -1.313 -2.133 0.846 0.37
C 0.283 0.607 -0.173 -0.67
C -1.053 0.560 0.585 -0.71
C -0.903 -0.347 1.788 -0.76
H -1.976 -0.580 2.029 0.31
H 1.576 -0.787 -1.181 0.28
H -0.236 -2.286 2.300 0.27

---

Entry 4:
33
Properties=species:S:1:pos:R:3:mulliken_charge:R:1 method="wB97M-V/def2-TZVPD" total_charge=-1 relative_energy_ev=0.000
H 0.387 0.943 1.438 0.11
H -0.621 -0.443 1.886 0.44
C 4.739 0.954 -0.541 -0.48
H -1.480 -3.627 -4.468 0.30
Cl 0.819 -3.766 -4.029 -0.20
H 4.928 -0.081 -0.270 0.32
O -1.502 3.051 3.047 -0.37
H -2.383 -3.312 -2.240 0.31
C 3.271 1.285 -0.460 -0.34
H -0.701 1.233 3.340 0.33
O -3.923 1.574 0.553 -0.72
Cl 5.728 1.991 0.523 -0.20
C -0.552 0.395 1.189 -1.07
C -1.649 1.637 2.962 -0.70
O -2.481 4.579 1.717 -0.57
H 1.045 -1.090 0.482 0.27
H -1.027 -2.200 -2.425 0.24
O -1.599 2.659 0.860 -0.40
C -0.904 -3.996 -3.620 -0.39
O -0.495 -0.053 -0.155 -0.19
H -2.426 1.161 3.549 0.31
C -1.305 -3.250 -2.373 -0.39
H -1.083 -5.063 -3.520 0.30
H 2.723 0.722 -1.216 0.24
Cl -0.565 -3.933 -0.911 -0.18
C -3.136 0.832 1.164 0.34
Cl 2.559 0.847 1.112 -0.24
C -1.685 1.341 1.436 1.70
H 3.090 2.344 -0.623 0.36
O 0.471 -1.098 -0.294 -0.31
O -3.421 -0.286 1.626 -0.75
H 5.094 1.114 -1.558 0.34
C -1.917 3.534 1.819 0.59

---

Entry 5:
27
Properties=species:S:1:pos:R:3:mulliken_charge:R:1 method="wB97M-V/def2-TZVPD" total_charge=+1 relative_energy_ev=0.742 smiles="C/C(Cl)=N/[NH+]=c1/ccccn1CCO"
H 0.179 -2.127 2.086 0.38
C -0.330 -1.486 1.358 -0.25
H -2.605 0.747 -3.608 0.43
C 1.563 1.881 1.607 0.54
C -1.938 -1.082 -2.677 -0.73
H 3.055 0.623 2.392 0.28
C -1.951 0.306 -2.873 -0.35
H -1.055 -2.655 -1.537 0.34
C -1.128 1.090 -2.112 -0.84
N -0.266 -0.827 -0.994 0.15
C -1.091 -1.597 -1.739 -0.04
H -2.121 -2.086 1.873 0.32
H -1.119 2.161 -2.241 0.40
H 1.445 -1.016 0.212 0.46
H 0.636 -2.538 -0.254 0.44
C 0.485 -1.503 0.054 -0.99
H -2.580 -1.734 -3.243 0.42
O -1.622 -1.958 1.059 -0.48
H -0.372 -0.465 1.761 0.29
H 3.451 2.347 2.412 0.31
C -0.274 0.522 -1.138 0.98
Cl 0.602 3.295 1.796 -0.18
N 1.416 1.045 0.510 -0.67
N 0.465 1.368 -0.394 0.15
H 0.198 2.352 -0.446 0.27
C 2.652 1.618 2.556 -0.99
H 2.304 1.717 3.582 0.35

---

Entry 6:
28
Properties=species:S:1:pos:R:3:mulliken_charge:R:1 method="wB97M-V/def2-TZVPD" total_charge=+1 relative_energy_ev=0.269
C -2.823 -3.377 -2.784 0.66
N -1.563 -1.290 0.875 0.07
Cl -0.353 -4.038 0.118 -0.19
C 0.507 -2.619 2.340 -0.36
C 0.679 -2.594 0.968 -0.33
C 0.375 0.813 -2.447 -0.80
C 1.065 -0.008 -1.303 -0.73
N -0.762 -2.365 2.807 -0.03
H -0.133 2.601 -1.473 0.30
O -2.933 -3.851 -3.803 -0.30
H -2.861 -2.320 2.283 0.34
C -0.700 1.721 -1.676 -0.61
H -1.640 1.776 -2.181 0.36
C -0.839 0.924 -0.341 -0.87
C -0.379 -1.237 0.295 0.21
H -0.948 -2.819 3.738 0.31
H -0.106 0.125 -3.068 0.40
H -2.250 -0.736 0.408 0.18
C -1.820 -2.013 2.022 -0.33
H 1.421 -2.682 2.998 0.32
N -0.084 -0.209 -0.429 0.22
H 1.855 0.665 -0.879 0.36
H 1.206 1.524 -2.766 0.35
O -2.645 -2.821 -1.795 -0.37
H -1.934 0.853 -0.174 0.37
H -0.557 1.421 0.533 0.47
H 1.487 -0.867 -1.655 0.49
H 1.641 -2.615 0.457 0.49

---

Entry 7:
25
Properties=species:S:1:pos:R:3:mulliken_charge:R:1 method="wB97M-V/def2-TZVPD" total_charge=0 relative_energy_ev=3.907
C 2.037 -2.596 -0.023 -0.23
O 2.560 1.017 -0.858 -0.11
C -1.080 -0.241 -0.176 2.25
H 2.277 -3.708 0.125 0.31
C -1.002 0.802 -1.278 -1.42
H 3.668 2.477 0.085 0.26
H 2.684 1.279 1.091 0.31
H -2.368 -1.917 0.462 0.42
H -1.363 -0.482 1.979 0.42
H -1.971 1.404 -1.142 0.35
Cl -0.396 -3.573 0.691 -0.33
S 3.296 -1.497 -0.200 -0.11
C -1.289 0.307 1.233 -1.50
H -0.866 0.143 -2.252 0.31
C 2.439 -0.260 -1.079 -0.03
C 0.255 -0.912 0.043 -1.02
H -3.135 -0.787 -0.751 0.39
C -2.195 -1.320 -0.446 -1.79
H -2.338 0.820 1.209 0.34
H -1.970 -1.979 -1.268 0.43
H -0.206 1.532 -1.322 0.32
H 4.244 0.863 0.367 0.32
H -0.563 1.115 1.450 0.36
C 0.728 -2.118 0.091 0.47
C 3.331 1.461 0.191 -0.74

---

Entry 8:
28
Properties=species:S:1:pos:R:3:mulliken_charge:R:1 method="wB97M-V/def2-TZVPD" s2=3.8120 multiplicity=4 total_charge=-2 e_tot_ha=-2411.7296
C -0.934 -1.025 -1.335 -0.33
H 2.132 -2.512 -1.349 0.41
H -1.443 1.570 0.123 0.07
C -0.824 2.803 -1.477 -0.08
H -2.289 1.250 -1.549 0.24
C 1.163 -2.102 -1.133 -0.76
C 0.416 -2.242 0.141 -0.57
H 1.300 2.770 -1.852 0.25
H 0.276 3.732 -3.033 0.19
C -1.543 1.839 -0.957 -0.81
S 0.262 -0.017 2.900 1.13
O 1.667 0.488 2.900 -0.67
H 0.193 -1.306 -3.158 0.31
H -1.839 -0.651 -1.824 0.62
H 1.107 -0.516 -2.511 0.33
H 0.704 -2.815 0.990 0.45
H -0.169 0.802 5.069 0.31
Co 1.211 -0.509 -0.069 0.45
C 0.280 3.082 -2.142 -0.66
O 0.143 -1.432 3.289 -0.73
H -1.721 -1.705 0.609 0.29
C 0.377 -1.198 -2.052 -0.87
O -0.529 0.297 1.672 -0.46
C -0.594 0.985 4.084 -0.97
C -0.870 -1.586 -0.060 -0.06
H -1.654 0.729 4.037 0.27
N 2.499 -0.201 0.752 -0.60
H -0.453 2.020 3.765 0.26

---

Entry 9:
31
Properties=species:S:1:pos:R:3:mulliken_charge:R:1 method="wB97M-V/def2-TZVPD" s2=15.7590 multiplicity=8 total_charge=+2 e_tot_ha=-1928.4969
H 2.044 -2.031 -0.160 0.34
H 1.166 1.343 -5.738 0.28
C 1.619 -1.812 0.831 -0.84
C 0.248 2.999 -1.326 0.26
Eu 0.287 0.354 -1.313 1.19
O 0.650 2.411 1.930 -0.10
C -2.494 0.550 2.379 -0.79
H 1.174 -1.076 -5.130 0.33
H 2.222 -1.047 1.338 0.35
O -1.236 -0.138 2.241 -0.18
O 0.276 -1.308 0.575 -0.03
C 0.238 0.790 -5.552 -0.45
H -2.744 0.580 3.441 0.27
C 0.218 -1.950 3.830 -0.46
H -0.688 -1.075 -5.105 0.33
P -1.152 -1.682 1.518 0.17
H 0.416 -2.824 4.468 0.25
H -0.693 1.345 -5.712 0.29
H -2.376 1.578 2.002 0.24
C 0.242 -0.507 -5.222 -0.72
H -3.289 0.056 1.801 0.40
H -0.321 -1.191 4.414 0.22
H 1.152 -1.513 3.457 0.24
H 1.583 -2.742 1.420 0.36
O 0.231 4.124 -1.052 -0.13
C -2.206 1.242 -1.005 0.18
O -3.310 1.525 -0.856 -0.06
C 2.859 1.189 -0.790 0.22
C 0.551 1.843 0.936 0.21
O 3.890 1.490 -0.374 -0.10
O -0.557 -2.523 2.752 -0.24